Below is a structure of composition C21H21N3O8Pb, with properties calculated with ωB97M-V/def2-TZVPD.

Structure (XYZ):
```
54
Properties=species:S:1:pos:R:3:forces:R:3
Pb 1.09914 -0.59237 0.07213 0.0 0.0 -0.1
O 0.45885 0.65514 4.30459 0.0 0.0 0.0
O 3.60072 0.26984 -0.58093 0.0 0.0 0.0
O -0.02880 3.44341 0.08653 0.0 0.0 0.0
O 0.23305 1.14651 -1.36113 0.0 0.1 0.1
O 0.44534 -0.30429 2.28580 0.0 0.0 0.0
O 5.46665 0.79437 0.56691 0.0 0.0 0.0
O 0.14508 -2.93393 0.54102 0.0 0.0 0.0
O 0.67700 2.97070 -3.36356 0.0 0.0 0.0
N -1.41871 -1.11035 -0.55471 0.0 0.0 0.0
N -2.00640 -2.15277 0.14442 0.0 0.0 0.0
N 2.08939 1.71410 1.29843 0.0 0.0 0.0
C 0.70131 0.65135 3.09890 -0.1 0.0 0.0
C -0.84530 -5.01468 2.06562 0.0 0.0 0.0
C 4.23852 0.69350 0.42261 0.0 0.0 0.0
C -2.68733 1.83406 -4.20588 0.0 0.0 0.0
C -1.34595 -6.07787 2.80503 0.0 0.0 0.0
C -1.70481 -4.10658 1.45788 0.0 0.0 0.0
C 2.35416 2.92943 0.51760 0.0 0.0 0.0
C -3.58144 -5.33975 2.34180 0.0 0.0 0.0
C -1.11203 -2.97036 0.65838 0.0 0.0 0.0
C 1.29470 1.93664 2.49821 0.0 0.0 0.0
C -2.88072 0.86739 -3.24107 0.0 0.0 0.0
C 3.37305 1.09650 1.64541 0.0 0.0 0.0
C -2.21935 -0.51774 -1.35520 0.0 0.0 0.0
C -0.68342 1.28614 -2.26725 0.0 -0.1 -0.1
C -1.90290 0.56174 -2.28533 0.0 0.0 0.0
C 1.87196 2.19754 -3.47465 0.0 0.0 0.0
C -2.71657 -6.24623 2.94454 0.0 0.0 0.0
C -0.48981 2.24173 -3.30702 0.0 0.0 0.0
C 1.22845 3.95117 0.45122 0.0 0.0 0.0
C -1.46748 2.51292 -4.23765 0.0 0.0 0.0
C -3.07961 -4.27750 1.60520 0.0 0.0 0.0
H 1.55751 4.72791 -0.25604 0.0 0.0 0.0
H 0.10360 2.64759 -0.47243 0.0 0.0 0.0
H 3.17383 0.18810 2.22486 0.0 0.0 0.0
H 2.62999 2.60812 -0.48775 0.0 0.0 0.0
H 0.21806 -4.85539 1.94555 0.0 0.0 0.0
H -3.24536 -0.89564 -1.39977 0.0 0.0 0.0
H 2.64565 2.88148 -3.82339 0.0 0.0 0.0
H 2.16427 1.75073 -2.52611 0.0 0.0 0.0
H -3.81335 0.31268 -3.20996 0.0 0.0 0.0
H -3.10987 -7.07431 3.52360 0.0 0.0 0.0
H -3.45893 2.05424 -4.93327 0.0 0.0 0.0
H 3.96275 1.76879 2.28400 0.0 0.0 0.0
H 1.86425 2.44613 3.28788 0.0 0.0 0.0
H 1.11153 4.44197 1.42402 0.0 0.0 0.0
H 3.22841 3.45975 0.93479 0.0 0.0 0.0
H -0.66353 -6.77459 3.27860 0.0 0.0 0.0
H -4.65351 -5.46048 2.45147 0.0 0.0 0.0
H -1.26047 3.26982 -4.98581 0.0 0.0 0.0
H 0.43260 2.55253 2.24144 0.0 0.0 0.0
H 1.74081 1.39923 -4.21294 0.0 0.0 0.0
H -3.73498 -3.55845 1.13341 0.0 0.0 0.0
```
Positions in Å, forces in eV/Å.

The value obtained for the highest occupied orbital energy is -2.240 eV. The calculated total energy is -48218.946 eV. Its spin multiplicity is 1. The value obtained for the largest force on an atom is 0.0027 Eh/bohr. Its frontier orbital gap is 6.9 eV. The energy above the lowest of the compared OMol25 structures with the same formula, charge and spin comes out at 0.0 kcal/mol. As for the net charge: -2.

=====

Below is a structure of composition C21H21N8SbSe5W, with properties calculated with ωB97M-V/def2-TZVPD.

Structure (XYZ):
```
57
Properties=species:S:1:pos:R:3:forces:R:3
W 0.78643 -0.10159 -0.10352 -1.8 -2.0 -1.7
Sb -1.53986 3.50637 -2.23284 -1.2 0.5 -0.3
Se -1.01686 3.32951 -4.64658 0.0 -0.1 0.1
Se 0.09713 1.89857 -1.02740 -0.6 2.2 -0.4
Se -1.37297 5.67255 -1.21332 0.3 -0.5 -0.1
Se 2.49508 1.42981 0.49181 2.2 0.0 1.6
Se -3.75800 2.50282 -2.44595 0.5 0.1 -0.1
N -2.27315 -0.16010 1.87562 -0.2 0.7 0.3
N 1.77317 -1.61591 -0.96528 1.2 0.5 0.1
N -0.74133 1.54222 2.35932 0.1 0.0 0.5
N -1.38126 -1.26398 -1.10511 0.0 0.4 0.6
N -0.15890 -1.02783 1.56238 0.8 -0.6 0.2
N 5.32961 1.38146 -3.67772 0.0 0.0 -0.1
N -2.40572 -0.24801 -1.09978 -0.4 -0.2 0.1
N 5.52481 -0.78796 3.48845 -0.1 0.0 -0.1
C 4.05182 -1.05947 -1.50936 0.0 0.1 -0.2
C 5.11701 0.44012 1.46570 0.0 0.1 -0.1
C 2.27617 -0.11722 -2.85758 -0.6 0.4 0.0
C -0.45044 2.83728 2.49104 -0.1 0.2 -0.2
C 4.53911 0.69914 -3.19894 -0.3 -0.2 0.2
C -2.88036 2.14681 1.46873 0.0 0.1 -0.1
C 5.94920 -0.21119 2.36443 0.0 0.0 0.1
C -0.97652 -3.47722 2.54601 0.5 -0.1 0.1
C 1.27313 -0.84708 -2.07964 0.9 -0.8 0.4
C 3.31346 -0.03846 2.93565 -0.1 0.1 0.1
C -1.31265 3.84278 2.09234 0.1 -0.1 -0.1
C -1.87988 -2.47371 2.41311 0.1 0.8 -0.2
C 3.57684 -0.14507 -2.52852 0.5 0.0 -0.2
C -1.42408 -1.18930 1.96240 -0.3 -0.6 0.0
C 0.77105 -2.01485 1.82940 -0.8 0.1 0.7
C 4.22445 -0.68947 3.75674 0.1 0.0 0.0
C -2.53409 3.48420 1.53215 0.0 0.0 0.0
C 0.39867 -3.22599 2.31272 0.0 -0.3 0.0
C 3.76202 0.52996 1.75156 -0.5 0.0 -0.6
C -1.93668 1.23638 1.91540 -0.2 -0.6 -0.4
C 3.15893 -1.77278 -0.81423 -0.3 -0.3 0.2
H 1.92469 0.47236 -3.69649 0.0 0.1 0.1
H -3.31986 -0.68162 -1.20884 0.0 0.0 -0.2
H -3.17787 4.23428 1.09347 -0.1 0.0 0.1
H -1.00920 4.87770 2.14140 0.0 0.0 0.0
H 0.54818 -1.40041 -2.66354 -0.3 0.4 -0.1
H -2.92024 -2.59412 2.68393 0.0 0.0 0.0
H -1.29506 -4.44719 2.90531 0.0 0.0 0.0
H -2.30190 0.35769 -1.90718 0.2 0.2 0.1
H 5.52420 0.87531 0.56173 0.0 0.0 0.0
H -3.25386 -0.36333 1.97076 0.0 0.0 0.0
H 7.01371 -0.27706 2.16862 0.0 0.0 0.0
H 3.89271 -1.15636 4.67804 0.0 0.0 0.0
H 0.53267 3.06619 2.88448 0.0 0.0 0.0
H 1.15347 -3.96584 2.53340 0.0 -0.1 0.0
H -1.69189 -1.95410 -0.43024 0.1 -0.2 0.0
H -1.35585 -1.73667 -2.00487 0.2 -0.1 0.0
H 2.27525 0.05291 3.23427 0.0 0.0 0.0
H 3.48351 -2.49692 -0.07570 -0.1 0.0 0.1
H 1.81495 -1.72964 1.75915 0.0 -0.1 -0.4
H 5.11113 -1.19079 -1.34500 0.0 0.0 0.0
H -3.80958 1.82177 1.02123 0.0 0.0 0.0
```
Positions in Å, forces in eV/Å.

The value obtained for the highest occupied orbital energy (alpha / beta) is -7.605 / -7.591 eV. Its expectation value of S² is 2.04. The calculated total energy is -369130.040 eV. Its spin multiplicity is 3. The value obtained for the largest force on an atom is 0.0624 Eh/bohr. Its frontier orbital gap (alpha / beta) is 5.8 / 5.7 eV. The energy above the lowest of the compared OMol25 structures with the same formula, charge and spin comes out at 84.7 kcal/mol.

=====

Below is the molecule C21H21NO5, with properties calculated with ωB97M-V/def2-TZVPD.

Structure (XYZ):
```
48
Properties=species:S:1:pos:R:3:forces:R:3
O -0.52310 0.16857 -1.20228 -0.2 0.1 0.2
O -4.93769 0.22199 0.64062 -0.2 -0.1 0.1
O -6.08014 2.07566 1.03127 0.3 -0.2 -0.1
O 4.28501 -1.72410 0.97123 0.2 -0.2 -0.3
O 2.24397 -2.09423 -0.94024 0.4 -0.3 -0.2
N 1.19597 -0.82023 0.61112 -0.2 0.1 0.2
C -1.60838 -0.50602 -0.71843 -0.4 -0.2 0.1
C -3.85863 -1.80198 0.29038 0.0 0.1 0.0
C -2.77221 -2.54569 -0.11890 -0.1 0.4 0.0
C 3.50311 -0.72622 1.55931 -0.3 0.1 0.2
C -3.91987 2.31635 0.10772 0.5 -0.1 -0.2
C 4.06401 0.68837 -0.46623 0.0 -0.1 0.1
C -2.78816 1.72136 -0.33718 -0.5 0.4 0.2
C -5.05622 1.58829 0.62250 -0.5 0.4 0.2
C 0.57056 -0.55749 -1.70626 0.3 -0.2 -0.3
C -2.77820 -4.03885 -0.04707 0.0 0.0 0.0
C -1.66916 2.56322 -0.85518 0.0 0.2 0.0
C 3.50018 0.58766 0.79657 0.2 -0.1 0.1
C 1.42548 -1.24581 -0.64056 -0.7 0.5 0.2
C 2.03228 -1.20335 1.73295 0.3 -0.1 -0.2
C 2.86684 1.69785 1.34585 0.1 0.0 -0.1
C 3.98267 1.87471 -1.17639 0.0 0.1 -0.1
C -2.71120 0.27779 -0.29594 -0.2 -0.4 0.1
C -1.65073 -1.88350 -0.61873 0.2 0.1 -0.2
C 3.33565 2.96990 -0.63265 0.0 0.1 -0.1
C 2.78394 2.88084 0.63532 -0.1 0.1 0.1
C -3.83018 -0.41189 0.20679 0.8 -0.3 -0.3
H 2.04291 -2.29465 1.81005 0.0 0.1 0.1
H 1.20955 0.18956 -2.19049 0.0 -0.1 0.1
H 3.26716 3.89290 -1.18891 0.0 0.1 0.0
H 1.58802 -0.78789 2.63587 0.0 0.0 0.0
H 0.58907 -0.02382 0.72950 0.0 -0.1 -0.1
H 3.93936 -0.56447 2.55334 -0.1 0.0 -0.1
H 2.44068 1.63547 2.33767 -0.1 0.0 0.1
H 4.42616 1.94066 -2.15903 0.0 0.0 -0.1
H 4.57451 -0.16307 -0.88991 0.0 -0.1 0.0
H -4.03074 3.38918 0.09769 0.0 0.1 0.0
H -1.84342 -4.40653 0.37102 0.0 -0.1 0.0
H 3.81590 -2.04634 0.18072 0.0 0.0 0.2
H -1.94357 3.61413 -0.81297 0.0 0.0 0.0
H 2.28877 3.73638 1.07121 0.0 0.1 0.0
H -1.43943 2.29624 -1.88410 0.1 0.0 0.0
H -4.74648 -2.26923 0.68408 -0.1 -0.1 0.1
H -2.88095 -4.45768 -1.04786 0.0 -0.1 0.0
H -0.76499 2.41001 -0.26943 0.1 0.0 0.0
H 0.26992 -1.29060 -2.46342 0.0 0.0 0.2
H -3.60481 -4.39535 0.56039 0.0 -0.1 0.0
H -0.80342 -2.47811 -0.92099 0.1 -0.1 0.0
```
Positions in Å, forces in eV/Å.

The value obtained for the highest occupied orbital energy is -8.794 eV. The calculated total energy is -33846.283 eV. Its spin multiplicity is 1. The value obtained for the largest force on an atom is 0.0178 Eh/bohr. Its frontier orbital gap is 8.9 eV. The energy above the lowest of the compared OMol25 structures with the same formula, charge and spin comes out at 8.3 kcal/mol.